The following is a quantum chemistry calculation of C20H34AlCl10I2 as an isolated structure at a distorted geometry, from the Open Molecules 2025 dataset.

The calculation puts the calculated total energy at -6222.1196 Eh. For the lowest unoccupied orbital energy, the calculation gives 1.939 eV. The HOMO-LUMO gap comes out at 6.65 eV. As for the molecular weight: 909.81 g/mol. As for the multiplicity: 1. The charge is -1.

Positions of all 67 atoms, in Å:
I (-2.2714, -4.6967, 3.8033)
I (-1.1385, -3.8058, 0.5064)
Cl (-2.8818, 3.0770, -6.0133)
Cl (2.9773, 1.9963, 0.9699)
Cl (1.1912, -0.0972, -2.1770)
Cl (-4.1263, -0.9651, -6.6502)
Cl (0.0709, 1.3828, -6.2999)
Cl (2.0357, 3.5040, -5.1962)
Cl (1.4148, 4.0264, -1.8873)
Cl (-2.0699, -1.1150, -2.0554)
Cl (1.9254, 1.0288, 4.0715)
Cl (-6.6730, -1.0587, -4.3752)
Al (-1.0557, -2.3458, 3.6856)
C (-0.2596, 0.9359, -2.2388)
C (3.2173, 3.9735, -3.9494)
C (-0.0216, -2.7221, 6.4367)
C (-4.2173, -1.9709, -5.1816)
C (3.6626, 2.4926, 2.5364)
C (1.6572, 0.7421, 7.1085)
C (2.0678, -2.6938, 1.8009)
C (0.9504, -1.5563, 1.4544)
C (0.7696, -2.0012, 7.6456)
C (0.5695, -2.4493, 4.9536)
C (1.0730, -0.4172, 7.3886)
C (-2.3023, -0.8325, 4.3494)
C (-1.3905, 0.3895, -1.3880)
C (-1.8597, 2.9406, -7.4656)
C (-1.1711, 1.5919, -7.5581)
C (3.5965, 1.3811, 3.5673)
C (-3.1189, -0.0429, 5.0515)
C (-5.6355, -2.4160, -4.8794)
C (-0.5689, -2.0365, 1.7150)
C (2.8978, 3.3496, -2.6049)
H (-1.0633, 0.1877, -0.3655)
H (-3.7890, -1.4016, -4.3539)
H (-6.0998, -2.8940, -5.7449)
H (-3.5844, -2.8440, -5.3571)
H (1.7216, -2.5385, 7.9963)
H (-2.2065, 1.1147, -1.3476)
H (4.1960, 3.6313, -4.2945)
H (3.7090, 3.5478, -1.9005)
H (4.0383, 0.4560, 3.1900)
H (0.0420, -2.0102, 8.5607)
H (-1.8842, 0.7694, -7.4693)
H (-5.6307, -3.1334, -4.0558)
H (-0.5563, 1.0402, -3.2850)
H (-1.1388, 3.7608, -7.4499)
H (3.1302, 3.3852, 2.8719)
H (3.2392, 5.0640, -3.8937)
H (-1.1629, -2.4779, 6.4130)
H (2.7729, 2.2672, -2.6838)
H (2.7000, -2.3095, 2.6877)
H (2.3682, 1.6143, 6.8331)
H (1.0659, -1.3516, 0.3092)
H (1.1472, -0.5425, 1.9769)
H (4.7046, 2.7669, 2.3531)
H (-3.6504, 0.5999, 5.8499)
H (-2.5158, 3.0807, -8.3281)
H (1.4959, -3.6638, 2.0277)
H (1.1808, -3.3932, 4.6403)
H (0.0496, -3.8739, 6.6161)
H (0.0380, 1.9191, -1.8691)
H (2.7926, -2.8237, 0.9042)
H (-1.2563, -1.1689, 1.3378)
H (4.1425, 1.6772, 4.4665)
H (1.2795, -1.5492, 4.8668)
H (-0.6641, 1.5006, -8.5216)

Löwdin atomic charge list, values in e, 8 entries: 0.172, 0.586, 0.536, 0.555, 0.560, 0.539, 0.528, 0.517

The following is a quantum chemistry calculation of a 2-piece molecular cluster, CHClFN overall at a distorted geometry, from the Open Molecules 2025 dataset.

As for the SMILES: N#CF.Cl. The calculation puts the calculated total energy at -653.4610 Eh. For the energy above the lowest of the compared OMol25 structures with the same formula, charge and spin, the calculation gives 108.4 kJ/mol. For the lowest unoccupied orbital energy, the calculation gives 0.476 eV. The HOMO-LUMO gap comes out at 11.76 eV. As for the molecular weight: 81.48 g/mol. As for the multiplicity: 1.

Positions of all 5 atoms, in Å:
Cl (1.6981, 0.7496, -0.2648)
F (-2.2850, 0.4225, 0.5840)
N (-0.6842, -0.9779, -0.5289)
C (-1.4366, -0.3151, 0.0040)
H (2.7076, 0.1209, 0.2057)

The Löwdin scheme yields these atomic charges, measured in e: 0.308, 0.182, 0.124, -0.375, -0.239

The following is a quantum chemistry calculation of a 2-piece molecular cluster, C6H12N overall at a distorted geometry, from the Open Molecules 2025 dataset.

The calculation puts the calculated total energy at -290.1485 Eh. For the energy above the lowest of the compared OMol25 structures with the same formula, charge and spin, the calculation gives 455.4 kJ/mol. For the lowest unoccupied orbital energy, the calculation gives -4.176 eV. The HOMO-LUMO gap comes out at 9.40 eV. As for the molecular weight: 98.17 g/mol. As for the multiplicity: 1. The charge is +1.

Positions of all 19 atoms, in Å:
N (0.9286, 0.6566, -0.2623)
C (-3.4204, -0.0861, -0.8232)
C (-2.8298, -0.7528, 0.1917)
C (2.4111, -1.1722, 0.8005)
C (1.2459, 1.9858, -0.5971)
C (1.4641, -0.8184, -0.2353)
C (0.1706, -0.1688, 0.2044)
H (-2.7346, -1.8235, 0.1393)
H (2.4283, -0.8528, 1.8521)
H (-2.6385, -0.2810, 1.0642)
H (1.2080, 1.9643, -1.7473)
H (3.3849, -1.0408, 0.5201)
H (-3.5598, 0.9075, -0.9082)
H (-3.8264, -0.5493, -1.6472)
H (0.3668, 2.6619, -0.3331)
H (2.1821, 2.4239, -0.2849)
H (1.5234, -1.4389, -1.1357)
H (2.4217, -2.2320, 0.9270)
H (-0.7785, -0.2672, 0.7795)

Löwdin atomic charge list, values in e, 8 entries: 0.006, 0.010, -0.073, -0.055, 0.014, -0.094, 0.111, 0.067

The following is a quantum chemistry calculation of C42H37ILaN7O2S as an isolated structure, from the Open Molecules 2025 dataset.

The calculation puts the calculated total energy at -2884.1547 Eh. For the energy above the lowest of the compared OMol25 structures with the same formula, charge and spin, the calculation gives 0.0 kJ/mol. For the lowest unoccupied orbital energy, the calculation gives -0.038 eV. The HOMO-LUMO gap comes out at 7.04 eV. As for the molecular weight: 969.68 g/mol. As for the multiplicity: 1.

Positions of all 91 atoms, in Å:
La (1.5274, -0.0771, -0.1469)
I (1.5515, -2.7933, 1.7732)
S (3.5964, 2.1251, -0.5005)
O (0.2243, -0.7306, -2.1587)
O (-0.8909, -1.5036, -0.4342)
N (3.9284, -1.4305, -0.5242)
N (-0.7011, 0.5960, 1.4984)
N (-3.5448, -1.7086, -0.6492)
N (2.7243, 0.6305, -2.4833)
N (-2.0608, 2.1301, 2.3102)
N (0.1227, 2.1668, -0.6537)
N (-1.4190, 3.7019, -0.3147)
C (-3.4140, -0.9175, -1.7616)
C (3.5193, 1.6682, -2.1774)
C (-4.5449, -0.4690, -2.4646)
C (2.7997, 0.0996, 4.7628)
C (2.8192, 1.5066, 4.9096)
C (-2.0401, 0.2398, -3.3877)
C (3.1411, -0.7382, 5.8539)
C (2.3423, -1.8750, 3.4770)
C (-1.2242, 1.7795, 1.3021)
C (3.2258, 0.8573, -4.7995)
C (4.0779, 1.9233, -4.4982)
C (-7.1900, -2.3428, 1.3031)
C (-0.8599, 2.5523, 0.1274)
C (2.1528, 1.7234, 2.6112)
C (2.4821, 2.3022, 3.8565)
C (5.0132, -2.3753, -2.4365)
C (-5.4137, -0.8348, 0.6905)
C (3.0903, -2.0934, 5.7418)
C (6.2056, -1.7329, -2.1174)
C (-4.7768, -1.8934, 0.0341)
C (3.9195, -2.2017, -1.6114)
C (-0.8786, -0.9809, -1.5793)
C (2.5660, 0.2501, -3.7525)
C (-6.5419, -3.3946, 0.6780)
C (2.6624, -2.6796, 4.5310)
C (2.1259, 0.3616, 2.3668)
C (-0.7440, 4.0593, -1.4636)
C (-2.1389, -0.5557, -2.2494)
C (-5.3389, -3.1655, 0.0347)
C (0.2059, 3.1060, -1.6501)
C (6.2274, -0.9669, -0.9591)
C (-6.6442, -1.0667, 1.3125)
C (7.4095, -1.8328, -3.0028)
C (-1.2268, 0.1418, 2.6781)
C (-3.1574, 0.6948, -4.0585)
C (-7.3760, 0.0506, 1.9968)
C (-2.0695, 1.0753, 3.1963)
C (-4.4115, 0.3232, -3.5851)
C (-4.7950, 0.5305, 0.7218)
C (4.2261, 2.3343, -3.1972)
C (2.4213, -0.4529, 3.5082)
C (5.0761, -0.8323, -0.2019)
H (7.4547, -0.9662, -3.6644)
H (-8.3318, -0.2984, 2.3834)
H (-5.3041, 0.6507, -4.1045)
H (-3.0574, 1.3146, -4.9373)
H (3.3538, -2.7267, 6.5779)
H (-7.5716, 0.8792, 1.3145)
H (-5.5293, -0.7611, -2.1227)
H (4.9307, -2.9934, -3.3186)
H (-2.5616, 2.9930, 2.4183)
H (-2.2115, 4.1792, 0.0742)
H (3.0746, 0.5186, -5.8139)
H (-6.9785, -4.3835, 0.6805)
H (2.5815, -3.7540, 4.4546)
H (-5.0046, 1.0304, 1.6667)
H (-6.8066, 0.4574, 2.8358)
H (0.9499, 3.0318, -2.4228)
H (4.6179, 2.4313, -5.2871)
H (1.9441, 2.4244, 1.8018)
H (8.3281, -1.8529, -2.4190)
H (7.1270, -0.4522, -0.6521)
H (3.1041, 1.9279, 5.8660)
H (7.3747, -2.7251, -3.6262)
H (-4.8173, -3.9553, -0.4878)
H (4.8674, 3.1629, -2.9351)
H (-1.0011, 4.9412, -2.0178)
H (-2.6721, -1.8926, -0.1665)
H (-2.6566, 1.0910, 4.0953)
H (5.0586, -0.2073, 0.6820)
H (-0.9496, -0.8111, 3.0904)
H (3.4392, -0.2737, 6.7848)
H (2.9774, -2.6884, -1.8483)
H (-5.1796, 1.1642, -0.0834)
H (1.8720, -0.5664, -3.9064)
H (-3.7159, 0.4676, 0.5943)
H (-8.1387, -2.5118, 1.7968)
H (2.4950, 3.3798, 3.9670)
H (-1.0441, 0.4906, -3.7267)

Löwdin atomic charge list, values in e, 8 entries: 1.722, 1.021, 0.513, -0.216, -0.139, -0.069, 0.054, 0.095